Record 1
Molecular formula: C3H7NO2
Method: DFT, the ωB97M-V functional and the def2-TZVPD basis

HOMO-LUMO gap in eV: 10.771
LUMO level in eV: 0.6
Charge: 0
HOMO in eV: -10.12
Energy relative to the best compared isomer or geometry (same formula, charge and spin) in eV: 1.343
SMILES: C[C@H](N)C(=O)O

The geometry in XYZ format:
```
13
C3H7NO2 (the ωB97M-V functional and the def2-TZVPD basis)
C -0.04 0.18 -0.43
C 1.50 -0.03 -0.05
C -0.80 1.20 0.49
H -1.59 -1.25 -0.54
H -0.34 -1.86 -1.02
H 0.14 0.46 -1.46
H -0.13 2.07 0.65
H -1.69 1.52 0.04
H -1.17 0.83 1.43
H 0.73 -1.49 0.73
N -0.66 -1.30 -0.23
O 2.42 0.73 -0.37
O 1.62 -1.06 0.77
```


Record 2
Molecular formula: C20H24As2BrCl3GeNO7SSc
Method: DFT, the ωB97M-V functional and the def2-TZVPD basis

HOMO-LUMO gap (spin up / spin down) in eV: 8.725 / 6.627
Spin multiplicity: 2
LUMO level (spin up / spin down) in eV: -2.5 / -4.6
Charge: +1
HOMO (spin up / spin down) in eV: -11.19 / -11.19

The geometry in XYZ format:
```
61
C20H24As2BrCl3GeNO7SSc (the ωB97M-V functional and the def2-TZVPD basis)
Sc -0.94 0.46 0.59
C -3.77 0.39 -1.31
C -4.14 -0.34 -0.18
C -3.63 -1.62 0.01
C -2.78 -2.18 -0.93
C -2.44 -1.46 -2.07
C -2.93 -0.18 -2.25
H -4.14 1.40 -1.44
H -4.80 0.10 0.55
H -3.92 -2.19 0.89
H -2.39 -3.18 -0.77
H -1.79 -1.90 -2.81
H -2.64 0.39 -3.13
O 2.22 0.45 1.70
As 1.48 2.01 2.18
O 1.52 2.65 0.45
O -0.19 1.56 1.99
C 2.53 2.54 -0.45
C 3.88 2.53 -0.12
C 4.85 2.42 -1.10
C 4.50 2.33 -2.44
C 3.15 2.36 -2.79
C 2.20 2.46 -1.79
S -0.39 3.16 -1.52
O 0.86 2.45 -2.23
O 0.30 -0.16 -0.87
O -1.17 2.13 -0.80
H 2.53 -0.07 2.45
H 4.17 2.61 0.92
H 5.90 2.42 -0.81
H 5.25 2.27 -3.21
H 2.83 2.32 -3.82
Br -3.09 3.36 1.67
C -3.16 1.85 2.82
C -3.63 2.04 4.11
C -3.75 0.93 4.92
C -3.44 -0.32 4.41
C -2.99 -0.39 3.11
N -2.82 0.68 2.31
H -3.89 3.03 4.45
H -4.10 1.04 5.94
H -3.53 -1.22 4.99
H -2.75 -1.36 2.67
Cl 0.51 -1.08 4.29
Ge -0.08 -1.77 2.27
Cl -1.32 -3.54 2.74
Cl 1.83 -2.83 1.73
C 3.33 -1.11 -0.88
As 1.84 -1.96 -1.71
C 1.91 -3.86 -1.72
C 1.57 -1.24 -3.46
O 0.35 -1.61 -0.86
H 4.05 -0.85 -1.66
H 3.77 -1.78 -0.15
H 2.96 -0.22 -0.39
H 2.76 -4.18 -2.32
H 0.99 -4.25 -2.15
H 2.02 -4.21 -0.69
H 2.50 -1.26 -4.02
H 1.23 -0.22 -3.34
H 0.82 -1.83 -3.98
```


Record 3
Molecular formula: C29H58N2O28S3
Method: DFT, the ωB97M-V functional and the def2-TZVPD basis

HOMO-LUMO gap in eV: 6.663
LUMO level in eV: -0.3
Charge: 0
HOMO in eV: -6.95
Energy relative to the best compared isomer or geometry (same formula, charge and spin) in eV: 2.173

The geometry in XYZ format:
```
120
C29H58N2O28S3 (the ωB97M-V functional and the def2-TZVPD basis)
C 25.37 -28.88 31.86
N 23.86 -28.68 31.78
C 23.27 -30.04 31.54
C 23.43 -28.14 33.06
C 23.46 -27.58 30.70
C 24.00 -27.89 29.31
O 23.45 -26.97 28.38
H 25.74 -29.08 30.97
H 25.62 -29.42 32.67
H 26.04 -28.03 32.24
H 22.29 -30.04 31.24
H 23.22 -30.82 32.60
H 23.56 -30.52 30.58
H 23.61 -27.08 33.24
H 23.79 -28.69 33.86
H 22.38 -28.05 33.39
H 23.86 -26.63 31.02
H 22.49 -27.56 30.84
H 23.95 -28.90 29.24
H 24.95 -27.63 29.36
H 23.87 -27.22 27.53
N 26.07 -32.34 32.00
O 27.35 -32.11 31.98
O 25.51 -32.37 30.88
O 25.37 -32.04 32.96
O 21.58 -24.79 30.30
S 20.56 -23.88 30.66
O 19.22 -24.00 30.17
O 20.49 -23.84 32.31
C 20.12 -25.10 32.87
C 20.37 -25.09 34.34
C 21.16 -22.23 30.11
H 20.81 -25.94 32.57
H 19.13 -25.51 32.48
H 21.26 -24.49 34.63
H 20.44 -26.26 34.66
H 19.75 -24.56 35.11
H 20.66 -21.48 30.56
H 21.12 -22.25 29.17
H 22.25 -22.20 30.31
O 28.56 -22.40 34.95
S 27.45 -21.86 34.19
O 27.89 -21.18 32.99
O 26.65 -23.20 33.56
C 25.61 -22.99 32.67
C 25.05 -24.31 32.25
C 26.46 -20.85 35.16
H 25.92 -22.43 31.74
H 24.84 -22.31 33.16
H 24.40 -24.37 31.49
H 24.41 -24.73 32.81
H 25.96 -24.83 32.07
H 25.55 -20.43 34.43
H 26.87 -20.01 35.59
H 26.23 -21.40 36.00
O 19.05 -29.75 27.77
S 20.48 -29.79 27.63
O 21.39 -30.13 28.69
O 20.76 -30.95 26.42
C 20.08 -32.23 26.65
C 20.05 -33.13 25.49
C 20.90 -28.40 26.74
H 19.01 -31.96 26.70
H 20.24 -32.68 27.53
H 19.44 -33.89 25.79
H 20.99 -33.56 25.16
H 19.53 -32.51 24.77
H 20.56 -28.49 25.67
H 22.09 -28.47 26.70
H 20.71 -27.40 27.36
C 26.83 -25.87 26.22
C 26.87 -25.23 24.77
O 25.52 -25.34 24.24
C 24.89 -26.22 25.05
O 23.86 -26.74 24.81
O 25.58 -26.44 26.16
H 26.95 -24.92 27.01
H 27.83 -26.34 26.08
H 27.65 -25.83 23.98
H 27.24 -24.07 24.79
C 21.16 -33.74 32.13
C 21.86 -33.73 30.78
O 20.93 -33.10 29.97
C 20.12 -32.41 30.72
O 19.30 -31.60 30.34
O 20.25 -32.68 32.03
H 21.95 -33.60 32.96
H 20.48 -34.58 32.11
H 21.85 -34.69 30.19
H 22.78 -32.97 30.63
C 27.34 -26.35 34.70
C 27.80 -25.94 36.08
O 26.71 -26.51 36.82
C 25.66 -26.76 36.09
O 24.64 -27.08 36.59
O 25.85 -26.49 34.85
H 27.74 -27.19 34.42
H 27.50 -25.59 34.00
H 27.83 -24.80 36.14
H 28.65 -26.42 36.44
C 17.23 -26.95 30.26
C 18.10 -26.85 29.01
O 19.32 -27.31 29.56
C 19.26 -27.73 30.77
O 20.16 -28.16 31.47
O 17.98 -27.60 31.25
H 16.24 -27.51 29.80
H 16.69 -25.96 30.49
H 18.37 -25.68 28.63
H 17.87 -27.33 28.20
C 25.19 -29.98 24.60
C 23.93 -30.19 25.48
O 24.53 -29.85 26.74
C 25.84 -29.60 26.68
O 26.54 -29.56 27.69
O 26.28 -29.75 25.38
H 25.03 -29.09 23.80
H 25.27 -31.02 24.30
H 23.60 -31.13 25.47
H 23.27 -29.42 25.26
```


Record 4
Molecular formula: C3H7F2O2P
Method: DFT, the ωB97M-V functional and the def2-TZVPD basis

HOMO-LUMO gap in eV: 10.231
LUMO level in eV: -1.3
Charge: 0
HOMO in eV: -11.55
Energy relative to the best compared isomer or geometry (same formula, charge and spin) in eV: 4.805

The geometry in XYZ format:
```
15
C3H7F2O2P (the ωB97M-V functional and the def2-TZVPD basis)
C -1.34 0.02 -0.94
C -0.50 -0.62 0.20
C 2.34 1.09 -0.06
O 3.22 -1.51 -0.24
O 0.79 -1.12 -0.24
F 1.76 1.60 -1.17
F 1.14 1.95 1.28
P 2.19 -0.69 0.41
H -0.72 0.56 -1.68
H -1.91 -0.83 -1.31
H -2.00 0.83 -0.46
H -1.05 -1.56 0.54
H -0.40 0.09 1.02
H 3.21 1.55 0.34
H 1.93 -0.68 1.78
```


Record 5
Molecular formula: C61H39IN4O2STi
Method: DFT, the ωB97M-V functional and the def2-TZVPD basis

HOMO-LUMO gap (spin up / spin down) in eV: 4.116 / 5.464
Spin multiplicity: 3
LUMO level (spin up / spin down) in eV: 3.8 / 3.7
Charge: -2
HOMO (spin up / spin down) in eV: -0.34 / -1.73

The geometry in XYZ format:
```
109
C61H39IN4O2STi (the ωB97M-V functional and the def2-TZVPD basis)
Ti 0.27 -0.13 -0.07
C 6.31 -3.91 -3.34
C 6.33 -2.53 -3.21
C 5.26 -1.87 -2.62
C 4.15 -2.58 -2.15
C 4.15 -3.96 -2.28
C 5.22 -4.63 -2.87
C 2.98 -1.90 -1.51
C 1.80 -1.84 -2.21
C 1.66 -2.32 -3.56
C 0.40 -2.04 -3.95
C -0.28 -1.41 -2.85
C -1.57 -0.99 -2.89
C -2.36 -1.18 -4.14
C -2.79 -0.09 -4.90
C -3.54 -0.29 -6.06
C -3.86 -1.57 -6.48
C -3.44 -2.66 -5.72
C -2.70 -2.46 -4.57
C -2.27 -0.51 -1.75
N -1.77 -0.59 -0.46
C -2.84 -0.27 0.36
C -2.83 -0.42 1.79
C -3.97 -0.99 2.49
C -3.99 -1.15 3.90
C -5.06 -1.71 4.57
C -6.18 -2.18 3.89
C -6.16 -2.11 2.50
C -5.09 -1.55 1.82
C -1.62 -0.14 2.49
C -1.48 0.35 3.79
C -0.13 0.34 4.09
C 0.54 -0.19 2.99
N -0.36 -0.39 1.95
C 1.93 -0.51 2.99
C 2.68 -0.65 1.83
C 4.08 -0.83 1.73
C 4.35 -1.31 0.48
C 3.13 -1.39 -0.21
N 2.09 -0.92 0.58
C 2.52 -0.86 4.29
C 1.78 -1.65 5.19
C 2.30 -2.05 6.40
C 3.59 -1.67 6.78
C 4.33 -0.89 5.91
C 3.80 -0.50 4.69
C -3.94 0.12 -0.42
C -3.58 -0.05 -1.75
N 0.61 -1.25 -1.78
H 7.15 -4.43 -3.79
H 7.17 -1.96 -3.57
H 5.26 -0.79 -2.53
H 3.30 -4.52 -1.91
H 5.20 -5.71 -2.97
H 2.44 -2.78 -4.13
H -0.05 -2.24 -4.91
H -2.53 0.91 -4.58
H -3.86 0.57 -6.64
H -4.45 -1.72 -7.37
H -3.69 -3.67 -6.04
H -2.38 -3.31 -3.97
H -3.13 -0.85 4.48
H -5.02 -1.79 5.65
H -7.01 -2.62 4.41
H -6.98 -2.53 1.92
H -5.10 -1.58 0.75
H -2.28 0.76 4.39
H 0.34 0.67 5.01
H 4.82 -0.60 2.48
H 5.32 -1.58 0.07
H 0.79 -1.97 4.89
H 1.70 -2.68 7.05
H 3.99 -1.98 7.74
H 5.33 -0.57 6.19
H 4.40 0.15 4.05
H -4.88 0.48 -0.03
H -4.19 0.12 -2.62
I 3.33 1.51 -2.02
C 1.69 1.57 -3.32
C 1.96 1.63 -4.66
C 0.95 2.02 -5.56
C -0.24 2.46 -5.08
C -0.54 2.42 -3.70
C -1.73 3.01 -3.20
C -1.98 2.98 -1.86
C -1.15 2.24 -1.00
C -0.02 1.58 -1.42
C 0.38 1.82 -2.78
H 2.96 1.43 -5.02
H 1.16 2.03 -6.62
H -0.99 2.86 -5.76
H -2.41 3.48 -3.90
H -2.87 3.45 -1.46
H -1.48 2.15 0.03
O -0.86 7.28 4.91
C -1.58 6.26 4.34
O -2.78 6.25 4.51
C -0.82 5.27 3.56
C -1.51 4.20 2.98
C -0.86 3.23 2.24
C 0.53 3.28 2.02
S 1.44 2.17 1.08
C 1.22 4.37 2.61
C 0.57 5.32 3.35
H 0.07 7.15 4.70
H -2.57 4.13 3.14
H -1.43 2.40 1.85
H 2.29 4.43 2.47
H 1.18 6.12 3.77
```


Record 6
Molecular formula: C41H63F2N4O5
Method: DFT, the ωB97M-V functional and the def2-TZVPD basis

HOMO-LUMO gap (spin up / spin down) in eV: 7.961 / 8.236
Spin multiplicity: 4
LUMO level (spin up / spin down) in eV: -0.4 / -0.4
Charge: 0
HOMO (spin up / spin down) in eV: -8.32 / -8.60
Energy relative to the best compared isomer or geometry (same formula, charge and spin) in eV: 0.000

The geometry in XYZ format:
```
115
C41H63F2N4O5 (the ωB97M-V functional and the def2-TZVPD basis)
C -1.21 -0.45 1.92
C -0.71 -1.12 1.06
C -0.01 -1.89 0.03
C 0.78 -0.84 -0.75
C 2.16 -0.64 -0.63
C 3.00 -1.51 0.28
C 3.52 -2.71 -0.53
C 2.68 -3.62 -1.08
C 2.77 0.38 -1.33
F 4.09 0.56 -1.21
C 2.05 1.23 -2.16
F 2.63 2.24 -2.80
C 0.70 1.00 -2.27
C 0.06 -0.01 -1.59
C -1.42 0.02 -1.87
O -2.30 -0.64 -1.40
N -1.56 1.04 -2.84
C -0.35 1.72 -3.06
O -0.27 2.68 -3.77
H -1.44 0.42 2.48
H -0.72 -2.33 -0.67
H 0.62 -2.62 0.52
H 3.85 -0.95 0.65
H 2.42 -1.79 1.16
H 4.60 -2.80 -0.62
H 2.69 -3.84 -2.14
H 1.94 -4.15 -0.48
H -2.36 1.63 -2.66
C -0.26 5.44 -1.46
C -1.16 5.15 -0.23
C -2.02 6.37 0.12
C -1.24 7.51 0.77
C -0.46 6.99 1.98
C 0.43 5.80 1.65
N -0.31 4.72 0.93
O -1.05 4.09 1.78
C 1.63 6.30 0.82
C 1.06 5.26 2.93
C -2.09 4.03 -0.67
H -0.32 6.49 -1.78
H 0.78 5.20 -1.29
H -0.55 4.83 -2.32
H -2.82 6.07 0.80
H -2.51 6.73 -0.79
H -0.56 7.97 0.05
H -1.93 8.29 1.08
H 0.14 7.80 2.40
H -1.18 6.71 2.76
H 2.25 5.47 0.48
H 2.26 6.95 1.43
H 1.34 6.88 -0.05
H 0.31 4.97 3.67
H 1.68 6.02 3.39
H 1.68 4.39 2.73
H -1.53 3.12 -0.90
H -2.63 4.33 -1.57
H -2.85 3.78 0.08
C -6.05 2.71 1.14
C -5.16 2.02 2.22
C -6.00 1.65 3.44
C -6.37 2.84 4.32
C -5.13 3.64 4.70
C -4.30 4.06 3.48
N -4.01 2.91 2.58
O -3.08 2.18 3.12
C -5.06 5.17 2.73
C -3.01 4.72 3.95
C -4.67 0.74 1.56
H -7.06 2.91 1.51
H -5.63 3.66 0.80
H -6.14 2.10 0.25
H -5.44 0.94 4.06
H -6.90 1.13 3.12
H -7.10 3.48 3.80
H -6.88 2.49 5.22
H -5.42 4.52 5.27
H -4.51 3.03 5.37
H -4.54 5.44 1.81
H -5.11 6.07 3.35
H -6.09 4.92 2.49
H -2.42 4.07 4.60
H -3.24 5.62 4.52
H -2.39 5.01 3.10
H -4.05 0.95 0.69
H -5.53 0.15 1.22
H -4.11 0.11 2.24
C 4.42 -8.55 -4.86
C 4.02 -7.51 -3.78
C 5.25 -6.71 -3.33
C 6.20 -7.49 -2.44
C 5.45 -8.09 -1.25
C 4.25 -8.93 -1.68
N 3.36 -8.20 -2.63
O 2.67 -7.32 -1.96
C 4.76 -10.25 -2.30
C 3.47 -9.37 -0.44
C 3.06 -6.55 -4.48
H 5.49 -8.61 -5.02
H 4.06 -9.55 -4.63
H 3.96 -8.32 -5.83
H 4.92 -5.82 -2.79
H 5.78 -6.35 -4.22
H 6.71 -8.28 -3.01
H 6.99 -6.83 -2.08
H 6.13 -8.70 -0.65
H 5.12 -7.28 -0.60
H 3.93 -10.84 -2.70
H 5.26 -10.85 -1.54
H 5.49 -10.10 -3.09
H 3.14 -8.53 0.17
H 4.10 -10.00 0.19
H 2.59 -9.95 -0.72
H 2.15 -7.06 -4.80
H 3.55 -6.14 -5.37
H 2.78 -5.71 -3.85
```


| no. | E (hartree) |
| --- | --- |
| 1 | -323.73160 |
| 2 | -13019.90383 |
| 3 | -4549.89477 |
| 4 | -810.00219 |
| 5 | -4262.92716 |
| 6 | -2394.69344 |